1.
Computed, not measured: a structure of composition C51H51B2N7O18V, with ωB97M-V with the def2-TZVPD basis set.

Positions of all 130 atoms, in Å:
V  -1.7284  4.4142  -0.8518
O  0.9937  -3.0701  1.7188
C  0.5390  -2.5552  0.7346
O  0.8502  -1.3518  0.2576
B  -0.0995  -0.9639  -0.7992
O  -0.8963  -2.1788  -1.0329
C  -0.6414  -3.0823  -0.1135
O  -1.2459  -4.1059  0.0879
O  0.6086  -0.6095  -2.0732
C  0.3768  0.6241  -2.4736
O  0.7370  1.1914  -3.4570
C  -0.5794  1.1995  -1.4085
O  -0.8751  0.2719  -0.5164
O  -1.1337  2.2900  -1.4796
O  4.5291  4.1193  5.5906
C  4.0527  4.3961  4.5250
O  3.1913  3.6131  3.8146
B  2.8949  4.2892  2.5554
O  3.4918  5.6271  2.6555
C  4.2506  5.6769  3.7185
O  4.8367  6.6720  4.0599
O  3.4291  3.5480  1.4133
C  2.5204  3.3092  0.5244
O  2.6717  2.8923  -0.6035
C  1.1586  3.7661  1.1272
O  1.4596  4.3996  2.2202
O  0.1473  3.7243  0.4645
C  0.8716  -0.3552  3.4645
C  -0.6453  -0.5087  3.6182
C  -1.0501  0.9860  3.4731
O  -0.1636  1.5718  2.5033
C  1.1010  0.9188  2.6622
H  1.5055  -1.2123  3.2421
H  1.2635  -0.1317  4.4646
H  -0.9583  -0.8859  4.5903
H  -1.0449  -1.1529  2.8342
H  -1.0001  1.6144  4.3645
H  -2.0200  1.1161  2.9861
H  1.8374  1.6131  3.0742
H  1.4971  0.7299  1.6576
C  -4.0224  -1.0541  -1.7376
C  -3.3942  -1.0034  -3.1681
C  -4.0726  -2.2399  -3.7978
O  -4.3988  -3.1471  -2.7540
C  -4.5532  -2.4770  -1.5258
H  -4.8039  -0.2952  -1.6693
H  -3.2850  -0.8505  -0.9611
H  -2.3067  -1.0005  -3.1830
H  -3.7726  -0.1361  -3.7111
H  -3.4965  -2.6872  -4.6070
H  -5.0518  -1.9888  -4.2208
H  -3.9061  -3.0287  -0.8387
H  -5.5795  -2.5702  -1.1619
N  1.5378  -4.3248  5.3768
C  1.4551  -5.3867  6.1859
C  0.3321  -6.1101  6.5435
C  -0.8551  -5.6920  5.9324
C  -0.8549  -4.6108  5.0483
C  0.3510  -3.9213  4.8896
H  2.3907  -5.7854  6.5668
H  0.3055  -7.0758  7.0254
H  -1.7069  -6.3528  6.0387
H  -1.7878  -4.3295  4.5824
H  0.3737  -3.0841  4.2028
N  3.6983  -5.5128  2.5466
C  2.6083  -6.2286  2.1004
C  2.7282  -7.4300  1.4452
C  3.9777  -8.0019  1.3415
C  5.0836  -7.3190  1.8258
C  4.9057  -6.0963  2.3836
H  1.6739  -5.7098  2.2656
H  1.8648  -7.9488  1.0513
H  4.0412  -8.9510  0.8254
H  6.0663  -7.7478  1.6796
H  5.7382  -5.4334  2.5855
N  -3.4095  3.4264  0.1394
C  -3.2435  2.2905  0.8418
C  -4.2926  1.6665  1.5242
C  -5.5432  2.2623  1.5353
C  -5.7834  3.4121  0.7684
C  -4.7058  3.8786  0.0507
H  -2.2004  2.0098  0.9341
H  -4.1115  0.8002  2.1431
H  -6.2883  1.8708  2.2146
H  -6.7405  3.9080  0.7270
H  -4.8061  4.8152  -0.4854
N  0.0423  5.2865  -1.9372
C  0.4576  6.5831  -1.8963
C  1.3914  7.1532  -2.7218
C  1.9715  6.3979  -3.7055
C  1.5224  5.0654  -3.8618
C  0.6400  4.5827  -2.9347
H  0.0029  7.1552  -1.0966
H  1.6700  8.1852  -2.5608
H  2.7742  6.7046  -4.3615
H  1.9505  4.4925  -4.6698
H  0.2979  3.5654  -3.0846
N  -2.6742  4.2254  -2.9653
C  -2.7667  5.2245  -3.8893
C  -3.5860  5.1893  -4.9670
C  -4.3750  4.0485  -5.1929
C  -4.3024  3.0174  -4.2919
C  -3.4583  3.1749  -3.1780
H  -1.9815  5.9710  -3.8753
H  -3.5469  5.9396  -5.7435
H  -4.9532  3.9144  -6.0968
H  -4.7383  2.0401  -4.4393
H  -3.3287  2.3789  -2.4560
N  -0.5389  -4.8554  -5.8160
C  0.5188  -4.3425  -6.4951
C  1.1223  -3.1125  -6.1762
C  0.7163  -2.4656  -5.0319
C  -0.2874  -3.0009  -4.2458
C  -0.9328  -4.1533  -4.7307
H  0.7994  -4.8725  -7.3956
H  1.8942  -2.8210  -6.8743
H  1.1972  -1.5151  -4.8354
H  -0.6938  -2.5927  -3.3322
H  -1.7639  -4.6957  -4.2967
N  4.1028  -1.1571  2.4257
C  3.7943  -1.1961  1.0823
C  4.0700  -0.1630  0.2257
C  4.6882  0.9706  0.7394
C  4.8411  1.1070  2.1057
C  4.5014  0.0135  2.9297
H  3.4385  -2.1596  0.7476
H  3.6929  -0.2690  -0.7832
H  5.0149  1.7235  0.0349
H  5.2967  1.9805  2.5503
H  4.6252  0.0616  4.0036

## Properties
Frontier orbital gap (spin up / spin down), eV: 6.72 / 6.71
Multiplicity: 4
E_LUMO (spin up / spin down), eV: -1.8 / -1.8



2.
Computed, not measured: a structure of composition C51H51BeBrOP2Si, with ωB97M-V with the def2-TZVPD basis set.

Positions of all 108 atoms, in Å:
Be  0.2009  -0.3245  0.8315
C  -0.5657  0.2775  4.5757
Si  0.3221  -0.4012  3.0089
C  2.1377  0.1104  3.3211
C  2.6030  0.5417  4.5574
C  3.8534  1.1110  4.7095
C  4.6725  1.2886  3.6071
C  4.2353  0.8771  2.3642
C  2.9786  0.2960  2.2216
P  2.4943  -0.3598  0.5882
C  2.6289  1.0358  -0.5611
C  2.7967  0.7528  -1.9160
C  2.6328  1.7467  -2.8603
C  2.3102  3.0344  -2.4633
C  2.1833  3.3302  -1.1157
C  2.3328  2.3354  -0.1649
C  4.0617  -1.2781  0.3222
C  5.1574  -0.7166  -0.3289
C  6.3854  -1.3513  -0.2999
C  6.5326  -2.5586  0.3609
C  5.4355  -3.1448  0.9721
C  4.2099  -2.5040  0.9644
C  0.0662  -2.2808  3.3201
C  0.2329  -2.8899  4.5593
C  -0.2085  -4.1791  4.7997
C  -0.8418  -4.8945  3.7965
C  -0.9994  -4.3254  2.5480
C  -0.5420  -3.0327  2.3106
P  -0.6727  -2.3308  0.6405
C  -0.3738  -3.8338  -0.3405
C  0.9630  -4.2070  -0.4380
C  1.3108  -5.3853  -1.0674
C  0.3251  -6.1861  -1.6233
C  -1.0042  -5.8023  -1.5519
C  -1.3594  -4.6315  -0.9061
C  -2.4355  -1.9707  0.4427
C  -2.9610  -1.7904  -0.8346
C  -4.2803  -1.4120  -0.9951
C  -5.0793  -1.1948  0.1169
C  -4.5531  -1.3426  1.3903
C  -3.2327  -1.7218  1.5552
H  -0.2753  -0.2483  5.4782
H  -1.6424  0.1783  4.4799
H  -0.3472  1.3289  4.7228
H  1.9698  0.4336  5.4240
H  4.1890  1.4226  5.6874
H  5.6470  1.7418  3.7164
H  4.8811  1.0075  1.5064
H  3.0396  -0.2557  -2.2270
H  2.7413  1.5083  -3.9083
H  2.1502  3.8019  -3.2069
H  1.9650  4.3442  -0.8095
H  2.2089  2.5596  0.8860
H  5.0630  0.2294  -0.8429
H  7.2363  -0.8888  -0.7790
H  7.5003  -3.0357  0.4066
H  5.5423  -4.0972  1.4721
H  3.3691  -2.9448  1.4875
H  0.7133  -2.3400  5.3577
H  -0.0751  -4.6231  5.7784
H  -1.2172  -5.8899  3.9873
H  -1.4877  -4.8891  1.7644
H  1.7225  -3.5636  -0.0130
H  2.3480  -5.6769  -1.1247
H  0.5935  -7.1090  -2.1165
H  -1.7756  -6.4170  -1.9929
H  -2.3996  -4.3422  -0.8332
H  -2.3343  -1.9425  -1.7010
H  -4.6852  -1.2871  -1.9904
H  -6.1087  -0.8892  -0.0079
H  -5.1766  -1.1550  2.2533
H  -2.8038  -1.8218  2.5413
C  -3.3834  2.4040  -5.4280
C  -2.4807  3.3376  -4.6096
C  -1.2817  3.7701  -5.4664
C  -3.2959  4.5888  -4.2732
C  -1.9701  2.6145  -3.3724
C  -1.2915  1.4127  -3.5145
C  -0.7946  0.7847  -2.3962
Br  0.1091  -0.8886  -2.6041
C  -0.9503  1.2715  -1.0957
O  -0.4210  0.6227  -0.0885
C  -1.7054  2.4561  -0.9399
C  -2.1572  3.0982  -2.0822
C  -2.0629  2.9605  0.4570
C  -0.7937  3.2900  1.2501
C  -2.8609  1.8637  1.1780
C  -2.9338  4.2221  0.4287
H  -3.7931  2.9438  -6.2801
H  -4.2083  2.0418  -4.8173
H  -2.8341  1.5462  -5.8044
H  -1.6276  4.3261  -6.3368
H  -0.7137  2.9090  -5.8108
H  -0.6197  4.4107  -4.8862
H  -3.6557  5.0367  -5.1981
H  -2.6854  5.3260  -3.7578
H  -4.1577  4.3416  -3.6574
H  -1.1522  0.9453  -4.4762
H  -2.6818  4.0282  -1.9640
H  -0.1766  2.4056  1.3618
H  -1.0596  3.6552  2.2397
H  -0.2235  4.0576  0.7315
H  -2.2730  0.9564  1.2705
H  -3.7714  1.6331  0.6281
H  -3.1361  2.1958  2.1756
H  -2.4061  5.0669  -0.0087
H  -3.1970  4.4850  1.4503
H  -3.8585  4.0559  -0.1179

## Properties
Frontier orbital gap, eV: 8.08
E_LUMO, eV: 0.6



3.
Computed, not measured: a structure of composition C51H51BiBrN9OP2S3, with ωB97M-V with the def2-TZVPD basis set.

Positions of all 119 atoms, in Å:
Bi  -0.2511  -0.1269  0.1264
C  9.3548  0.1510  10.4327
O  9.5100  0.1439  9.0278
C  8.4314  0.1265  8.2403
C  8.6781  0.1034  6.8574
C  7.6454  0.0825  5.9577
C  6.3109  0.0852  6.4003
C  6.0680  0.1083  7.7765
C  7.1040  0.1270  8.6836
C  5.2565  0.0359  5.4291
N  5.4441  -0.0376  4.1208
C  4.2209  -0.0720  3.5635
C  3.2259  -0.0090  4.5585
N  3.9152  0.0445  5.7339
C  1.8468  -0.0105  4.2593
C  0.8077  0.0441  5.2014
C  -0.5037  0.0057  4.7690
C  -0.7713  -0.0268  3.4029
N  0.1903  -0.0493  2.4975
C  1.4882  -0.0804  2.8782
C  2.4835  -0.2118  1.8696
N  2.0805  -0.3671  0.5891
C  2.9756  -0.5899  -0.3580
C  4.3435  -0.6220  -0.1177
C  4.7980  -0.4145  1.1717
C  3.8673  -0.2139  2.1936
H  10.3640  0.1578  10.8387
H  8.8334  -0.7472  10.7745
H  8.8249  1.0465  10.7694
H  9.7054  0.0975  6.5317
H  7.8349  0.0499  4.8977
H  5.0601  0.0965  8.1652
H  6.8828  0.1378  9.7384
H  3.5256  0.0905  6.6600
H  1.0358  0.1216  6.2536
H  -1.3184  0.0143  5.4745
H  -1.7859  -0.0330  3.0309
H  2.5685  -0.7466  -1.3450
H  5.0237  -0.8099  -0.9291
H  5.8430  -0.4354  1.4310
C  -1.4254  -0.3606  -3.4188
P  0.2128  0.1184  -2.7404
C  0.0469  1.9279  -3.0328
N  -0.1720  2.2602  -4.2780
C  -0.3955  3.5443  -4.5951
C  -0.6681  3.9226  -5.9245
C  -0.9799  5.2276  -6.1911
C  -1.0025  6.1987  -5.1700
C  -0.7084  5.8724  -3.8736
C  -0.4135  4.5322  -3.5586
N  -0.1980  4.1622  -2.2871
C  0.0374  2.9036  -2.0149
P  0.2256  2.5771  -0.2216
C  -1.1687  3.5584  0.4204
C  1.7912  3.5249  0.2846
C  1.9855  3.3218  1.7874
C  1.6650  5.0076  -0.0434
C  2.9471  2.9094  -0.5017
C  1.4500  -0.4620  -4.0783
C  2.7188  0.3803  -3.9502
C  1.7331  -1.9421  -3.8099
C  0.8827  -0.2927  -5.4836
H  -1.6309  0.2535  -4.2958
H  -2.1885  -0.1670  -2.6632
H  -1.4400  -1.4152  -3.6894
H  -0.6396  3.1748  -6.7020
H  -1.2218  5.5273  -7.1992
H  -1.2631  7.2150  -5.4195
H  -0.7078  6.6080  -3.0847
H  -1.1536  4.5295  -0.0752
H  -1.0931  3.6723  1.4997
H  -2.0953  3.0406  0.1722
H  1.2415  3.8698  2.3620
H  2.9635  3.6989  2.0788
H  1.9388  2.2685  2.0596
H  0.9433  5.4978  0.6025
H  1.3691  5.1658  -1.0777
H  2.6283  5.4880  0.1065
H  2.9936  1.8313  -0.3565
H  3.8910  3.3366  -0.1693
H  2.8450  3.1178  -1.5652
H  3.2066  0.2691  -2.9824
H  2.5002  1.4346  -4.1093
H  3.4310  0.0675  -4.7115
H  2.0247  -2.1355  -2.7776
H  2.5492  -2.2728  -4.4489
H  0.8645  -2.5536  -4.0450
H  0.6059  0.7416  -5.6699
H  0.0199  -0.9303  -5.6552
H  1.6500  -0.5750  -6.2012
S  -8.4003  1.1062  0.6949
C  -6.8382  0.5857  0.6563
S  -5.7134  1.3793  -0.4365
C  -4.4337  0.3688  0.2404
N  -4.8387  -0.4547  1.1325
N  -6.1734  -0.3650  1.3682
C  -6.7266  -1.2769  2.3015
C  -8.0627  -1.2350  2.6839
C  -8.5511  -2.1454  3.6028
C  -7.7226  -3.1055  4.1536
C  -6.3963  -3.1608  3.7603
C  -5.8939  -2.2571  2.8425
S  -2.8653  0.6689  -0.3874
H  -8.7339  -0.5030  2.2721
H  -9.5918  -2.1009  3.8784
H  -8.1106  -3.8068  4.8748
H  -5.7507  -3.9247  4.1659
H  -4.8621  -2.3059  2.5327
Br  0.0416  -7.3865  -0.0669
C  -0.0273  -5.4997  0.0133
C  -0.4944  -4.7618  -1.0716
C  -0.4991  -3.3851  -0.9688
N  -0.0817  -2.7404  0.1135
C  0.3501  -3.4432  1.1518
C  0.3983  -4.8239  1.1542
H  -0.8416  -5.2546  -1.9644
H  -0.8485  -2.7633  -1.7814
H  0.6735  -2.8714  2.0105
H  0.7567  -5.3655  2.0133

## Properties
Frontier orbital gap, eV: 4.95
Charge: +2
Energy above the lowest of the compared OMol25 structures with the same formula, charge and spin, eV: 0.078
E_LUMO, eV: -6.0